Entry 1:
{"formula": "C22H32O2", "method": "wB97M-V/def2-TZVPD", "symbols": ["C", "H", "H", "H", "C", "C", "C", "C", "C", "C", "C", "C", "C", "C", "C", "C", "C", "C", "C", "C", "C", "C", "C", "H", "H", "C", "C", "O", "O", "H", "H", "H", "H", "H", "H", "H", "H", "H", "H", "H", "H", "H", "H", "H", "H", "H", "H", "H", "H", "H", "H", "H", "H", "H", "H", "H"], "xyz": [[6.72828, -1.47989, -0.94490], [6.66043, -0.49239, -0.49350], [7.24817, -1.39230, -1.89649], [7.31720, -2.11543, -0.28692], [5.33071, -2.06714, -1.14794], [4.62274, -2.20338, 0.16410], [3.54828, -1.54338, 0.56823], [2.79036, -0.49792, -0.20273], [3.36162, 0.84998, 0.13515], [2.89441, 1.71557, 1.02184], [1.65651, 1.56870, 1.85917], [0.76364, 2.76830, 1.69579], [0.09547, 3.05536, 0.58245], [0.10019, 2.21148, -0.66007], [-0.84544, 2.74632, -1.68933], [-1.89318, 2.13899, -2.22473], [-2.40821, 0.76214, -1.93954], [-3.88036, 0.78787, -1.63004], [-4.62830, -0.26889, -1.34966], [-4.14315, -1.69081, -1.27995], [-4.87614, -2.44603, -0.21070], [-4.46311, -2.60311, 1.03870], [-3.18067, -2.05602, 1.59050], [-2.36952, -2.20481, 0.87383], [-2.91175, -2.58166, 2.50719], [-3.28556, -0.55138, 1.87073], [-1.96122, 0.15141, 1.73699], [-0.99085, -0.29931, 1.17882], [-1.98390, 1.36903, 2.26819], [-1.14629, 1.85312, 2.08675], [-3.94142, -0.08417, 1.12903], [-3.70364, -0.34063, 2.85484], [-5.08778, -3.14476, 1.73590], [-5.83350, -2.85573, -0.50545], [-4.32945, -2.17021, -2.24694], [-3.06868, -1.70526, -1.09806], [-5.68537, -0.13640, -1.15582], [-4.34311, 1.76606, -1.65293], [-1.86240, 0.29765, -1.11689], [-2.24482, 0.13740, -2.82598], [-2.47408, 2.67526, -2.96642], [-0.61832, 3.75695, -2.00913], [1.11468, 2.20984, -1.07517], [-0.13162, 1.17761, -0.40198], [-0.50637, 3.95457, 0.54015], [0.71281, 3.45214, 2.53407], [1.95356, 1.47803, 2.90775], [1.12060, 0.66145, 1.57881], [3.42848, 2.64516, 1.17931], [4.28366, 1.08396, -0.38258], [2.88490, -0.66700, -1.27656], [1.73509, -0.55659, 0.06177], [3.17068, -1.72023, 1.56682], [5.08135, -2.91412, 0.84125], [5.42522, -3.05574, -1.60717], [4.76913, -1.42969, -1.83053]], "atomic_forces_ev_per_a": [[-0.13, -0.06, -0.13], [0.04, 0.08, 0.05], [0.11, 0.02, -0.05], [0.10, -0.02, 0.07], [0.06, 0.07, 0.10], [0.06, -0.17, -0.15], [-0.16, -0.08, 0.01], [0.09, 0.02, 0.02], [-0.02, 0.00, -0.12], [0.04, 0.15, 0.12], [0.12, -0.11, -0.10], [0.07, 0.04, 0.18], [0.00, 0.01, -0.02], [-0.04, -0.08, -0.08], [0.11, 0.05, 0.01], [-0.04, -0.07, -0.09], [0.09, -0.06, 0.02], [-0.05, 0.06, -0.02], [-0.09, -0.04, -0.12], [0.00, 0.08, 0.02], [-0.02, -0.12, -0.08], [0.01, -0.14, 0.18], [0.04, 0.19, -0.13], [-0.01, -0.03, 0.11], [0.08, -0.02, -0.05], [0.14, -0.15, -0.04], [-0.06, 0.01, 0.09], [0.21, -0.23, -0.15], [-0.14, 0.44, 0.28], [-0.16, -0.27, -0.15], [0.03, 0.04, 0.12], [-0.05, 0.06, -0.03], [-0.18, -0.07, 0.00], [-0.13, -0.07, 0.06], [0.11, -0.03, 0.02], [0.07, -0.05, -0.07], [-0.10, 0.12, 0.01], [-0.14, 0.08, 0.02], [0.07, -0.07, -0.04], [0.05, -0.04, 0.05], [-0.01, 0.15, -0.07], [-0.07, 0.11, -0.11], [0.00, -0.05, 0.03], [0.08, -0.04, 0.01], [-0.03, 0.14, 0.09], [-0.08, 0.14, 0.02], [-0.07, -0.06, -0.02], [-0.04, -0.01, 0.11], [0.15, 0.05, -0.04], [0.12, 0.10, -0.01], [-0.09, -0.01, 0.01], [-0.06, 0.00, -0.08], [0.03, -0.06, 0.15], [0.00, -0.04, 0.17], [-0.05, 0.05, -0.07], [-0.04, -0.06, -0.07]], "de_lowest_ev": 1.496, "total_charge": 0, "orbital_gap_ev": 9.78, "e_lumo_ev": 0.925}



Entry 2:
{"formula": "C22H33BCl21FN2O12P", "method": "wB97M-V/def2-TZVPD", "symbols": ["C", "O", "C", "C", "C", "C", "C", "N", "F", "C", "C", "C", "O", "O", "C", "C", "O", "C", "N", "C", "O", "O", "C", "C", "P", "O", "O", "O", "O", "B", "O", "O", "H", "H", "H", "H", "H", "H", "H", "H", "H", "H", "H", "H", "H", "H", "H", "H", "H", "H", "H", "H", "H", "H", "H", "H", "H", "H", "C", "Cl", "Cl", "Cl", "H", "C", "Cl", "Cl", "Cl", "H", "C", "Cl", "Cl", "Cl", "H", "C", "Cl", "Cl", "Cl", "H", "C", "Cl", "Cl", "Cl", "H", "C", "Cl", "Cl", "Cl", "H", "C", "Cl", "Cl", "Cl", "H"], "xyz": [[0.03675, -6.62647, 1.52069], [0.96651, -6.94660, 0.50086], [0.42065, -7.10574, -0.78988], [1.21914, -6.27340, -1.77871], [0.97917, -4.78580, -1.63294], [-0.46512, -4.36473, -1.94682], [-0.58332, -2.89308, -2.35356], [-0.72229, -1.98281, -1.18371], [-0.04607, -2.55552, -0.09383], [-0.20020, -0.59590, -1.26381], [1.11849, -0.32844, -1.97432], [2.24595, -1.31775, -1.74302], [2.84456, -1.82109, -2.68470], [2.55357, -1.64160, -0.44735], [3.06943, -0.56516, 0.33056], [4.43356, -0.08644, -0.04551], [2.40935, -0.13177, 1.25741], [-1.40413, 0.14688, -1.85804], [-1.43855, 0.12482, -3.30715], [-2.44535, -0.40592, -3.82342], [-3.31933, -0.94069, -4.46328], [-2.49188, -0.52918, -1.26261], [-2.16952, -1.79514, -0.65476], [-2.31707, -1.51190, 0.83563], [-2.49602, -2.94845, 1.95878], [-1.45424, -2.90030, 2.98780], [-2.38626, -4.32002, 1.14616], [-3.94406, -2.89891, 2.64524], [-2.97591, -2.74708, -1.17451], [-4.37894, -2.57367, -1.14129], [-5.06404, -1.86052, -2.08200], [-4.99903, -3.27433, -0.13360], [-0.00554, -5.54493, 1.64742], [0.37714, -7.04827, 2.46079], [-0.95142, -7.03217, 1.31673], [-0.64105, -6.86436, -0.84636], [0.55604, -8.14733, -1.08240], [2.25915, -6.45409, -1.51514], [1.08159, -6.63113, -2.79669], [1.18802, -4.52161, -0.59778], [1.64793, -4.17795, -2.23833], [-1.17021, -4.60566, -1.15972], [-0.79585, -4.92487, -2.82145], [0.31515, -2.66906, -2.91811], [-1.40645, -2.74991, -3.04279], [-0.08510, -0.18984, -0.26508], [1.45264, 0.64707, -1.62005], [0.98462, -0.22700, -3.04365], [4.66020, -0.25748, -1.09299], [5.15813, -0.64759, 0.53760], [4.48870, 0.96203, 0.20813], [-1.31392, 1.19002, -1.53348], [-3.18642, -0.88048, 0.98870], [-1.47547, -0.95278, 1.22387], [-3.16453, -4.49121, 0.59521], [-4.41403, -3.71683, 2.43644], [-5.57455, -1.14989, -1.67702], [-5.80444, -2.81709, 0.13536], [6.02122, 8.88073, 0.25852], [7.11628, 7.61760, -0.31052], [5.43433, 9.84820, -1.08959], [4.67053, 8.20101, 1.17573], [6.57931, 9.53123, 0.91921], [7.44531, 12.65969, 2.45678], [8.14225, 11.33923, 1.50784], [7.84385, 14.21559, 1.74339], [5.69876, 12.45547, 2.59868], [7.87330, 12.61971, 3.44886], [-3.14792, -3.59326, -6.71625], [-3.39843, -3.82026, -8.43843], [-4.07600, -4.76573, -5.77910], [-1.42588, -3.70743, -6.31401], [-3.48907, -2.60300, -6.44849], [-2.18486, 3.60837, 0.97598], [-1.42370, 2.06320, 0.50731], [-1.83614, 4.86139, -0.19899], [-3.90764, 3.34517, 1.15462], [-1.77845, 3.90692, 1.93529], [0.99610, 7.39501, 2.52734], [-0.49237, 7.23400, 3.46958], [2.17144, 8.36770, 3.40281], [1.67605, 5.81520, 2.11056], [0.74888, 7.91309, 1.61005], [-4.85495, 6.64084, 4.49865], [-4.80431, 5.28445, 3.36109], [-3.29551, 7.45619, 4.68262], [-6.07925, 7.80197, 4.00265], [-5.14061, 6.24506, 5.46363], [1.43981, -2.85755, 4.56464], [2.37417, -1.56180, 5.31462], [2.02111, -3.17825, 2.93042], [1.49825, -4.32087, 5.54365], [0.40805, -2.53970, 4.48733]], "atomic_forces_ev_per_a": [[0.31, 0.17, 0.07], [-0.30, 0.04, 0.14], [0.52, -0.28, -0.47], [0.38, 0.13, 0.31], [-0.61, 0.35, 0.51], [0.08, -0.10, -0.35], [0.37, -1.03, -0.56], [0.32, -0.49, 1.84], [-0.05, -0.13, -0.40], [0.31, 1.18, -0.80], [0.02, -0.36, -0.13], [1.54, -1.27, -1.98], [-1.37, 0.92, 2.05], [0.07, 0.75, -0.23], [-1.42, 0.91, 2.16], [-0.32, -0.27, -0.21], [1.11, -1.05, -2.14], [0.94, -0.08, -0.03], [-2.34, -1.31, -0.51], [-1.42, -1.29, -2.49], [3.44, 2.26, 2.69], [-0.20, 0.19, -0.25], [-1.20, 2.12, -0.90], [0.06, -1.32, 0.26], [1.45, -0.48, 2.07], [0.07, 0.33, -0.45], [-0.69, 0.40, -0.24], [0.06, -0.11, -1.09], [0.28, -0.16, -0.14], [-0.58, -0.48, -0.13], [0.80, 0.33, 0.66], [0.53, 0.70, 0.20], [-0.25, 0.15, 0.03], [0.18, -0.12, 0.05], [-0.18, 0.00, -0.10], [-0.18, 0.00, 0.24], [-0.26, -0.21, 0.01], [0.21, -0.09, -0.17], [-0.19, 0.03, -0.16], [0.19, 0.02, 0.13], [0.25, -0.20, -0.22], [-0.01, -0.05, 0.22], [-0.12, 0.01, -0.18], [0.22, 0.62, 0.23], [-0.43, 0.34, 0.30], [-0.19, -0.66, 0.52], [0.01, 0.14, 0.14], [-0.03, -0.17, -0.20], [-0.01, -0.01, -0.12], [0.11, -0.05, 0.15], [0.18, 0.19, 0.09], [-0.53, -0.43, -0.28], [-0.21, 0.13, -0.38], [0.23, 0.03, 0.07], [0.06, -0.11, -0.15], [-0.34, 0.08, 0.25], [-0.40, -0.01, -0.41], [-0.39, -0.54, -0.07], [-0.06, -0.05, -0.03], [-0.03, -0.01, 0.05], [-0.01, 0.05, -0.01], [0.14, 0.01, -0.06], [-0.11, -0.07, -0.02], [-0.10, 0.03, -0.07], [0.20, 0.09, 0.04], [0.01, 0.00, 0.01], [0.00, -0.03, 0.02], [0.01, -0.02, 0.02], [-0.05, -0.06, -0.07], [0.01, 0.00, 0.01], [0.00, 0.03, 0.06], [0.05, 0.07, 0.09], [0.01, 0.02, 0.04], [-0.08, 0.15, 0.04], [0.18, 0.35, 0.61], [0.03, -0.08, 0.02], [-0.12, -0.20, -0.23], [0.06, -0.05, -0.01], [0.00, 0.12, 0.16], [0.24, -0.17, -0.26], [-0.03, -0.01, 0.04], [-0.11, 0.03, 0.00], [0.02, -0.05, -0.04], [-0.18, 0.17, 0.09], [0.24, 0.32, 0.25], [-0.30, -0.25, 0.00], [-0.08, 0.02, -0.01], [0.04, -0.01, 0.03], [-0.08, 0.03, 0.09], [-0.01, 0.01, -0.02], [0.05, -0.06, -0.17], [-0.01, 0.00, -0.02], [-0.03, -0.04, -0.05]], "de_lowest_ev": 0.000, "total_charge": 1, "orbital_gap_ev": 8.66, "e_lumo_ev": -2.839}



Entry 3:
{"formula": "C22H33BClLiNNaO12S", "method": "wB97M-V/def2-TZVPD", "symbols": ["C", "C", "C", "N", "O", "B", "O", "O", "C", "C", "C", "C", "S", "O", "C", "C", "C", "O", "O", "O", "C", "C", "C", "C", "C", "C", "C", "H", "H", "H", "H", "H", "H", "H", "H", "H", "H", "H", "H", "H", "H", "H", "H", "H", "H", "H", "H", "H", "H", "H", "H", "H", "H", "Li", "O", "C", "O", "C", "C", "C", "H", "H", "H", "H", "H", "H", "Cl", "Na", "C", "O", "O", "O", "H"], "xyz": [[0.94531, -1.69655, 0.94103], [2.03737, -0.80029, 0.11502], [2.05185, -1.29870, -1.40169], [1.67674, -0.28853, -2.43382], [0.52731, 0.46897, -2.31826], [-0.71479, -0.22752, -2.11485], [-1.02772, -1.60348, -2.36168], [-1.80974, 0.58841, -1.59564], [1.70924, -0.81412, -3.88334], [1.63252, -2.38382, -4.16259], [1.10476, -2.59674, -5.67194], [-0.33607, -3.32668, -5.70096], [-1.40644, -2.71397, -7.13052], [2.97008, -0.46187, -4.55401], [3.07994, 0.97100, -4.23214], [2.67920, 0.86016, -2.65025], [4.07612, 0.83693, -1.89547], [4.28631, 1.73550, -0.97620], [5.07330, -0.07294, -2.13159], [1.86123, 0.61666, 0.30934], [1.71256, 1.01786, 1.69322], [0.17679, 1.45193, 1.90965], [-0.26838, 2.84174, 1.24587], [-1.70248, 3.40927, 1.29400], [-2.78183, 2.56830, 2.02502], [-2.34592, 1.23415, 2.69568], [-0.90499, 0.63841, 2.66110], [-0.07023, -1.20474, 0.74799], [0.99211, -2.80237, 0.62901], [1.16430, -1.67806, 2.07861], [3.05541, -1.08300, 0.59467], [1.40827, -2.26092, -1.42599], [3.12259, -1.69594, -1.60989], [-1.62241, -1.92759, -1.63462], [-2.64414, 0.16605, -1.95364], [0.95936, -0.32233, -4.61989], [1.01496, -2.99761, -3.42815], [2.70649, -2.79944, -4.12549], [1.08101, -1.64364, -6.30629], [1.86053, -3.30423, -6.19108], [-0.91639, -3.11755, -4.73699], [-0.10920, -4.50365, -5.84532], [-2.70570, -2.51812, -6.64272], [4.07630, 1.48912, -4.42324], [2.18309, 1.58315, -4.63940], [2.10247, 1.81895, -2.39550], [2.34233, 2.00597, 1.81320], [2.13049, 0.27784, 2.47259], [0.53653, 3.46985, 0.67265], [-1.90081, 4.39528, 0.75294], [-3.85152, 2.98321, 2.02556], [-3.17219, 0.63358, 3.21645], [-0.64235, -0.37180, 3.14682], [1.08609, 2.17659, -0.58016], [-0.85579, -0.86926, 5.56106], [-1.19078, -0.09275, 6.42218], [-2.38041, -0.14505, 7.07312], [-2.49489, 0.98548, 7.94681], [-1.07588, 1.43844, 8.19774], [-0.38850, 1.08764, 6.89632], [-3.09447, 1.75237, 7.44774], [-2.99794, 0.68832, 8.86831], [-1.00107, 2.49417, 8.46377], [-0.63815, 0.85387, 9.01309], [-0.47165, 1.89286, 6.16126], [0.65560, 0.81449, 7.05390], [0.50494, -5.84820, -5.48804], [3.04452, 1.91688, 3.80589], [-5.53647, 0.80754, -0.94235], [-4.82737, 0.30914, -1.86681], [-4.93592, 1.90537, -0.39996], [-6.63383, 0.46387, -0.47780], [-4.17161, 1.82212, -1.00336]], "atomic_forces_ev_per_a": [[0.31, 0.83, 0.04], [0.57, -2.57, 1.49], [0.62, -1.74, 1.52], [2.76, 1.06, -2.85], [-2.77, -1.14, 1.68], [-4.41, -0.38, 0.90], [1.43, 2.02, 1.43], [2.87, -1.87, -1.84], [0.67, -3.27, -4.94], [0.51, -0.24, -0.29], [-0.44, -0.81, -0.38], [-0.38, 1.92, 0.38], [-0.45, 0.29, 0.38], [-1.06, 2.13, 1.97], [-2.28, -0.61, 1.44], [2.95, 2.63, -0.11], [5.53, -1.97, 2.96], [-2.19, -1.27, -2.37], [-5.71, 3.31, -0.06], [-0.21, -0.26, 1.13], [-1.01, 1.49, 0.29], [-3.13, 1.50, 0.54], [-1.69, -1.59, 1.19], [1.49, -3.67, 1.34], [3.80, -0.81, -0.33], [1.32, 1.43, -1.38], [-0.44, 3.44, -1.93], [1.18, -1.11, 0.30], [-0.14, 1.84, 0.30], [-0.40, 0.03, -1.87], [-1.39, 0.62, -1.12], [0.61, 2.08, -0.52], [-1.64, 1.30, -0.26], [0.40, 0.43, -1.24], [-0.12, 0.77, 0.75], [0.32, -0.31, 2.37], [0.55, 1.01, -1.07], [-1.54, 0.83, 0.21], [0.16, -0.97, 1.12], [-1.27, 1.08, 0.86], [0.84, -0.30, -1.24], [-1.14, 2.96, 0.06], [1.48, -0.27, 0.03], [-1.31, -1.26, 0.34], [1.58, -1.05, -0.19], [1.10, -1.45, -0.15], [-0.94, -1.54, -0.79], [-0.93, 0.49, -1.48], [-1.43, -0.77, 1.42], [0.11, -1.67, 0.98], [1.75, -1.13, 0.09], [1.48, 0.94, -0.88], [-0.68, 1.88, -0.75], [0.05, -0.75, -0.57], [-0.37, 0.26, 0.49], [-0.10, -0.53, -0.76], [0.66, -0.20, -0.45], [-0.43, 0.30, 0.39], [0.34, 0.42, 0.48], [0.19, 0.17, 0.48], [0.03, -0.08, 0.00], [-0.05, -0.14, -0.26], [-0.10, -0.10, 0.00], [-0.07, 0.08, -0.08], [0.02, -0.08, -0.08], [-0.05, -0.03, -0.29], [1.64, -3.70, 0.74], [0.12, 0.08, 0.25], [-2.09, -1.73, 0.07], [0.45, -0.53, -0.25], [1.28, 1.11, 0.29], [1.02, 0.26, -0.43], [0.21, 0.89, 0.49]], "total_charge": 0, "orbital_gap_ev": 0.94, "e_lumo_ev": -4.204}